The following is a quantum chemistry calculation of a cluster of 2 separate species, CH6IN3 in total, from the Open Molecules 2025 dataset.

- orbital gap (alpha / beta) (eV) = 7.22 / 6.62

Structure (XYZ):
```
11
CH6IN3 wB97M-V/def2-TZVPD
C -1.18 0.01 -0.76
H 1.00 1.54 1.06
N 0.12 0.29 -0.32
H 2.09 -0.17 -0.48
H -1.78 0.69 -0.09
H -1.50 -0.88 -0.36
N 0.16 1.06 0.88
H -0.14 0.37 1.67
H -1.27 0.19 -1.87
I 1.39 -2.71 1.00
N 1.12 -0.40 -0.73
```


The following is a quantum chemistry calculation of a cluster of 2 separate species, CH6N in total, from the Open Molecules 2025 dataset.

- orbital gap (alpha / beta) (eV) = 8.09 / 8.09
- net charge = +1

Structure (XYZ):
```
8
CH6N wB97M-V/def2-TZVPD
H -1.86 -0.30 0.89
H 1.88 0.86 0.50
C 1.41 0.03 -0.10
H 0.95 -0.93 0.35
H -1.20 -0.64 -0.74
H -1.19 0.95 -0.25
H 1.66 0.05 -1.18
N -1.24 -0.03 0.10
```


It is found that the energy relative to the best compared isomer or geometry (same formula, charge and spin) values, taken in the order of the records, are 44.3, 364.5 kJ/mol.
It is found that the strongest force on any atom values, taken in the order of the records, are 4.8, 3.1 eV Å⁻¹.